Arrangement one

DFT (wB97M-V/def2-TZVPD) results for the molecule CH4N2O.

Each line ends with the Mulliken charge.
Atoms and positions in Å:
N1 -0.05792 0.12197 1.25732  -0.41
C1 -0.06458 -0.16646 -0.03206  0.60
H1 0.07848 1.76473 -0.74750  0.24
H2 -0.22761 0.98615 1.64070  0.23
H3 -0.54235 0.82938 -1.78807  0.23
H4 0.66904 -0.19346 1.87946  0.24
O1 0.52660 -1.15818 -0.46582  -0.60
N2 -0.48536 0.86051 -0.83814  -0.54

Orbital gap in eV: 10.40
LUMO level in eV: 0.72
Highest occupied orbital energy in eV: -9.68
SMILES: NC(N)=O
Net charge: 0



Arrangement two

DFT (wB97M-V/def2-TZVPD) results for the molecule CH4N2O.

Each line ends with the Mulliken charge.
Atoms and positions in Å:
N1 2.02242 -0.16045 -0.10262  -0.58
N2 -1.47325 -0.21015 -0.08038  -0.49
O1 -0.15875 -0.76301 -0.19417  -0.21
H1 -1.90467 -0.34523 0.83174  0.24
H2 -2.03913 -0.65645 -0.83070  0.25
H3 0.42087 1.13897 0.34154  0.36
H4 2.35502 0.80692 0.01872  0.26
C1 0.77750 0.18940 0.01586  0.16

Orbital gap in eV: 10.86
LUMO level in eV: 0.94
Highest occupied orbital energy in eV: -9.92
SMILES: [H]/N=C/ON
Net charge: 0



In eV, relative to the most stable structure: arrangement one 0.000; arrangement two 2.414.



Arrangement one

DFT (wB97M-V/def2-TZVPD) results for the molecule CH4N2O.

Each line ends with the Mulliken charge.
Atoms and positions in Å:
H1 -1.03236 1.51679 0.99945  0.36
H2 -1.53560 -0.09744 -0.91623  0.27
N1 -0.92561 -0.02037 -0.05037  -0.24
O1 -0.54437 1.34770 0.14176  -0.42
H3 1.71294 0.20039 0.37792  0.27
N2 1.46600 -0.73715 0.07239  -0.51
H4 -0.03366 -1.89781 -0.54858  0.29
C1 0.24349 -0.86682 -0.20013  -0.01

Orbital gap in eV: 10.82
LUMO level in eV: 0.86
Highest occupied orbital energy in eV: -9.95
SMILES: [H]/N=C\NO
Net charge: 0



Arrangement two

DFT (wB97M-V/def2-TZVPD) results for the molecule CH4N2O.

Each line ends with the Mulliken charge.
Atoms and positions in Å:
N1 -0.45756 0.15062 -1.22768  -0.36
H1 0.82263 1.12195 1.43797  0.26
C1 0.06760 -0.06907 -0.00209  0.54
H2 -0.11213 -0.47543 -1.91725  0.23
N2 -0.06785 0.85575 1.04639  -0.56
H3 -1.29594 0.68261 -1.40360  0.22
H4 -0.69669 0.59872 1.78601  0.25
O1 0.63256 -1.14968 0.19513  -0.59

Orbital gap in eV: 10.28
LUMO level in eV: 0.90
Highest occupied orbital energy in eV: -9.38
SMILES: NC(N)=O
Net charge: 0



In eV, relative to the most stable structure: arrangement one 2.404; arrangement two 0.000.



Arrangement one

DFT (wB97M-V/def2-TZVPD) results for the molecule C20H28N4O4.

Each line ends with the Mulliken charge.
Atoms and positions in Å:
C1 1.60089 -0.21497 -1.82623  -1.74
H1 -5.12363 -3.78740 1.53600  0.38
H2 -4.31480 -4.79643 2.74708  0.42
H3 1.19677 -0.59179 -2.76891  0.41
H4 6.29976 1.23550 -5.32152  0.25
H5 -4.34197 1.84810 2.81216  0.30
H6 0.56059 2.23641 2.02996  0.35
C2 0.08548 1.68639 1.22903  -0.80
H7 5.19431 1.99668 -6.55537  0.29
H8 -4.87033 1.11768 1.27447  0.33
H9 -3.12533 -2.66029 2.44676  0.07
C3 -0.06316 0.19666 1.38665  -0.33
O1 -6.03576 -1.38253 2.86774  -0.66
H10 0.23363 -0.29919 2.30117  0.32
C4 -4.03637 -2.68106 3.04656  1.17
H11 -3.10971 -3.71723 4.71149  0.39
N1 6.56843 3.16068 -1.71329  -0.55
H12 -5.80178 -3.91893 3.15650  0.31
H13 2.04706 -1.05424 -1.29154  0.56
H14 -0.32413 -1.63548 -0.94699  0.41
C5 -2.38646 -0.58020 0.96993  0.87
H15 3.25661 0.68221 -5.60134  0.30
C6 5.83302 2.30700 -1.07261  -1.01
H16 4.38250 -0.06397 -4.37723  0.22
C7 5.30005 1.55916 -5.57374  -0.66
H17 -0.71729 2.20579 0.71925  0.24
H18 3.81669 2.96831 -4.74034  0.42
C8 -2.69536 -0.20654 2.42297  -1.38
C9 -4.81898 -1.38889 2.83848  0.53
N2 -1.09371 -0.42324 0.59457  0.31
C10 5.08098 2.28554 -3.12494  0.10
N3 2.66376 0.72751 -2.11966  0.08
C11 0.94037 0.74626 0.42411  -0.70
H19 -2.14564 -0.87874 3.08366  0.20
H20 -5.84604 0.90437 2.73641  0.38
H21 -3.06072 -1.95647 4.87240  0.34
C12 -3.66678 -2.79724 4.52904  -1.53
C13 4.15298 0.78499 -5.00588  -0.52
C14 0.48050 0.39175 -0.98911  1.15
C15 -4.87145 -3.87047 2.59271  -1.68
H22 -1.52039 -0.44391 -1.45377  0.38
H23 2.55616 1.36009 -2.89369  0.24
H24 -2.30871 0.79493 2.62368  0.49
H25 0.11238 1.28831 -1.49751  0.25
C16 4.47553 2.15361 -4.46213  -0.24
C17 3.84500 0.72739 -1.45080  0.67
H26 1.99587 0.67983 0.64727  0.52
H27 -4.57410 -2.82242 5.13480  0.35
O2 4.06665 0.00642 -0.49140  -0.66
O3 6.10253 3.14663 -3.01964  -0.20
H28 6.00300 2.12321 -0.02382  0.51
C18 -4.83204 0.98480 2.35969  -1.05
C19 -0.67268 -0.60833 -0.79171  -1.26
N4 -4.10345 -0.22279 2.71024  0.26
C20 4.85367 1.70870 -1.91386  0.88
O4 -3.24442 -1.01218 0.22221  -0.67

Orbital gap in eV: 9.38
LUMO level in eV: 0.35
Highest occupied orbital energy in eV: -9.03
SMILES: CC(C)C(=O)N(C)CC(=O)N1C[C@H](CNC(=O)c2cnoc2C2CC2)[C@H]2C[C@H]21
Net charge: 0



Arrangement two

DFT (wB97M-V/def2-TZVPD) results for the molecule C20H28N4O4.

Each line ends with the Mulliken charge.
Atoms and positions in Å:
N1 3.89774 -9.69038 0.72947  -0.62
C1 2.26850 -1.17769 0.20937  1.04
H1 0.57695 -2.28803 1.02083  0.66
H2 -0.42685 5.25306 1.96640  0.37
H3 -4.77639 5.71051 -0.24583  0.40
C2 4.44647 -2.36954 0.68393  -0.66
H4 1.54020 0.62289 1.14346  0.41
C3 -2.90436 5.21413 0.69614  0.12
H5 2.29242 -6.04948 -1.49293  0.34
H6 4.16890 -4.25834 1.69685  0.57
H7 5.48128 -2.24027 1.00938  0.43
C4 3.75098 -1.01852 0.54835  -0.98
H8 3.00796 -8.03646 -2.39322  0.30
H9 1.68974 -1.63501 2.23373  0.18
H10 2.18174 -1.67338 -0.76596  0.23
H11 -0.50627 1.93991 -1.30691  0.31
N2 2.30354 -3.38798 1.30751  0.23
H12 4.24643 -0.40974 -0.21211  0.43
H13 -2.70942 6.21832 1.07390  0.41
C5 3.09602 -7.77246 -0.50173  0.99
C6 0.14876 0.10202 -0.40029  -0.80
O1 -1.04890 1.43590 1.74639  -0.69
H14 -0.65789 3.83152 2.99973  0.42
C7 -1.63067 3.31832 0.45266  0.40
C8 -2.23722 4.13751 1.55392  0.58
H15 -1.61638 5.29358 3.27491  0.41
C9 1.57185 0.17636 0.14464  -1.03
C10 3.42966 -8.36407 0.72289  0.66
H16 3.56692 -8.04598 2.82848  0.25
N3 -0.49139 1.40390 -0.45464  -0.05
C11 1.81811 -4.38695 0.50430  0.51
H17 4.47394 -2.86940 -0.28989  0.28
O2 -2.21682 5.12886 -0.58765  -0.33
C12 -1.02829 1.96472 0.64549  0.22
H18 3.76925 -2.85149 2.68023  0.28
H19 -2.97489 3.55410 2.10662  0.38
H20 2.15540 0.85257 -0.48804  0.20
O3 0.87324 -4.21111 -0.25021  -0.66
C13 2.79192 -6.31073 1.83522  -0.61
C14 2.59402 -6.48716 -0.54748  -0.84
H21 -4.92874 5.09491 1.40891  0.35
C15 2.44512 -5.74251 0.61858  -0.12
C16 -4.38406 4.98874 0.46922  -1.45
H22 2.66467 -5.74994 2.75216  0.51
H23 3.83507 -0.46985 1.49489  0.32
N4 -1.60643 3.89781 -0.67804  -0.46
C17 -1.16571 4.66058 2.50934  -1.65
H24 4.73898 -9.81240 0.18066  0.23
C18 1.62283 -2.10038 1.24373  -1.66
H25 0.14806 -0.31766 -1.40712  0.41
C19 3.29436 -7.60361 1.87706  -0.59
H26 -0.46779 -0.54246 0.22537  0.27
O4 3.30417 -8.52876 -1.62095  -0.56
H27 -4.55808 3.98398 0.07995  0.30
C20 3.71286 -3.27380 1.67144  -0.87
H28 4.08483 -10.00616 1.67130  0.22

Orbital gap in eV: 8.92
LUMO level in eV: 0.72
Highest occupied orbital energy in eV: -8.20
SMILES: C[C@@H]1ON=C(C(=O)NCC[C@H]2CCCN(C(=O)c3ccc(N)c(O)c3)C2)[C@H]1C
Net charge: 0



In eV, relative to the most stable structure: arrangement one 1.723; arrangement two 0.000.



Arrangement one

DFT (wB97M-V/def2-TZVPD) results for C5H12N4 as an isolated structure.

Each line ends with the Mulliken charge.
Atoms and positions in Å:
H1 0.96237 -1.08377 -0.67745  0.32
H2 0.52939 0.90991 3.93552  0.32
N1 2.28361 0.81295 0.89801  -0.54
C1 0.41243 -0.01416 -2.45432  -1.41
C2 1.17225 0.46939 1.30204  0.56
C3 -0.97862 -1.73236 -1.26685  -1.53
H3 1.30322 0.60847 -2.37966  0.31
C4 0.07020 -0.64130 -1.12362  0.62
H4 -0.32373 -0.55284 3.47536  0.29
H5 0.54837 -0.75541 -3.24736  0.40
H6 -0.41845 0.62327 -2.77795  0.34
H7 2.71459 0.30608 0.13589  0.28
C5 -0.23404 0.51460 3.25904  -0.85
N2 -1.09086 0.58995 -0.16291  -0.03
H8 -1.88754 -1.33975 -1.72234  0.36
N3 -0.99520 1.73398 -0.52261  -0.45
H9 -1.18965 2.47856 0.16242  0.26
H10 -1.16227 1.02793 3.50863  0.27
N4 0.10740 0.76870 1.88285  -0.25
H11 -0.61296 -2.53333 -1.91867  0.40
H12 -1.21051 -2.19086 -0.30605  0.33

Orbital gap (spin up / spin down) in eV: 8.28 / 8.28
LUMO level (spin up / spin down) in eV: 0.69 / 0.69
Highest occupied orbital energy (spin up / spin down) in eV: -7.58 / -7.58
Net charge: 0



Arrangement two

DFT (wB97M-V/def2-TZVPD) results for the molecule C5H12N4.

Each line ends with the Mulliken charge.
Atoms and positions in Å:
H1 -1.44711 -0.88936 0.46329  0.38
H2 0.86107 0.94576 1.29343  0.26
C1 -0.40071 -0.65008 0.65703  -0.45
H3 2.49769 -1.38052 -1.16144  0.47
C2 -0.68886 1.70016 0.03536  0.36
C3 -0.19562 0.77938 1.12205  -0.50
N1 0.43419 -1.70108 1.23014  -0.78
H4 2.50323 -0.52649 0.38175  0.40
H5 -2.16156 2.45947 1.26686  0.21
H6 -0.46698 2.37061 -1.75644  0.18
H7 0.21056 -1.87894 -2.07611  0.25
H8 -2.15109 3.09373 -0.31707  0.21
H9 -0.74025 0.95244 2.05393  0.35
H10 -0.75692 -2.64050 -0.98309  0.24
N2 -1.84657 2.37082 0.31749  -0.41
N3 0.18415 -2.30800 -1.16211  -0.67
H11 1.74112 0.22403 -1.03482  0.30
H12 -0.05235 -2.57589 1.41566  0.29
N4 -0.06892 1.73896 -1.06448  -0.55
C4 1.93071 -0.71359 -0.51919  -1.68
C5 0.61423 -1.37091 -0.16226  1.16

Orbital gap in eV: 9.29
LUMO level in eV: 0.86
Highest occupied orbital energy in eV: -8.43
SMILES: [H]/N=C(\N)C[C@@H]1N[C@@]1(C)N
Net charge: 0



In eV, relative to the most stable structure: arrangement one 4.351; arrangement two 0.000.



Arrangement one

DFT (wB97M-V/def2-TZVPD) results for the molecule C6H10N4O2.

Each line ends with the Mulliken charge.
Atoms and positions in Å:
N1 -2.21206 0.91223 0.10518  0.00
C1 -3.23615 1.68428 -0.54491  -0.95
H1 -3.86873 2.14433 0.28183  0.29
C2 1.11593 -0.63317 0.13209  0.23
C3 -0.32097 -0.60599 0.00235  0.64
H2 2.42517 -0.93737 -2.04128  0.20
H3 -0.68858 1.96813 1.22282  0.31
O1 0.36129 -2.28922 1.17524  -0.04
H4 -1.93987 -0.33727 -1.44214  0.43
H5 -3.88088 1.11755 -1.18076  0.29
H6 -2.39098 1.96877 1.85350  0.29
N2 2.64634 -0.03634 -1.71664  -0.37
H7 -0.69258 0.90722 -1.37019  0.31
H8 -1.31476 0.52073 1.92163  0.33
N3 1.49755 -1.75409 0.72633  -0.43
C4 -1.27562 0.21320 -0.76990  -0.57
O2 2.45398 1.45369 -0.08549  -0.58
C5 -1.57206 1.37552 1.33622  -0.91
H9 -2.81985 2.51705 -1.05778  0.41
C6 2.13286 0.35760 -0.50621  0.35
N4 -0.73028 -1.70696 0.53296  -0.45
H10 3.17406 0.56256 -2.33825  0.23

Orbital gap in eV: 8.77
LUMO level in eV: 0.28
Highest occupied orbital energy in eV: -8.49
SMILES: CN(C)Cc1nonc1C(N)=O
Net charge: 0



Arrangement two

DFT (wB97M-V/def2-TZVPD) results for C6H10N4O2 as an isolated structure.

Each line ends with the Mulliken charge.
Atoms and positions in Å:
O1 -1.59521 -1.09313 -1.74414  -0.62
H1 2.88887 3.05132 0.34562  0.28
O2 0.75597 -1.54843 -1.58870  -0.30
N1 -1.56372 2.05844 0.07775  -0.54
H2 -0.53173 0.31105 2.48387  0.27
C1 -1.24485 -0.21816 1.80167  -0.78
N2 0.91183 0.68452 -0.05909  -0.77
C2 0.39834 -2.87154 -2.23029  -0.67
H3 -2.41031 0.00880 -0.04880  0.35
H4 1.51206 -3.00607 -2.63200  0.27
H5 -0.48632 -1.50711 0.98804  0.17
C3 2.01913 2.49300 1.19919  -0.79
H6 1.59294 2.81242 2.22595  0.28
H7 -0.13673 -2.58261 -3.10110  0.34
N3 -0.37850 2.51602 0.32470  -0.09
C4 0.79109 1.89518 0.62824  0.35
H8 -0.42486 -3.54154 -1.63060  0.27
H9 -2.31339 -0.60049 2.57610  0.26
N4 -0.30497 0.18765 -0.34939  0.64
H10 2.38717 1.30174 1.54734  0.24
C5 -1.48762 0.52995 0.45686  0.23
C6 -0.37920 -0.88100 -1.27122  0.62

Orbital gap in eV: 8.20
LUMO level in eV: -0.58
Highest occupied orbital energy in eV: -8.77
Net charge: 0



In eV, relative to the most stable structure: arrangement one 0.000; arrangement two 7.322.



Arrangement one

DFT (wB97M-V/def2-TZVPD) results for a 2-piece molecular cluster, C4H11NOS overall.

Each line ends with the Mulliken charge.
Atoms and positions in Å:
C1 -2.80734 -0.74902 0.02046  -0.46
H1 1.86976 -1.35550 -0.23198  0.24
H2 0.96211 2.32356 -0.76442  0.23
N1 0.83144 1.49748 -1.38847  -0.61
S1 0.32770 0.21621 -0.39782  0.52
H3 0.92744 -0.69521 2.04082  0.30
H4 2.95347 0.04293 -0.12521  0.44
H5 -2.96123 0.20304 -1.72245  0.29
H6 -2.57865 1.32787 -0.19397  0.31
C2 2.06424 -0.40099 0.23070  -0.50
H7 2.32940 0.39859 2.27939  0.25
C3 1.97462 -0.51640 1.71728  -0.92
O1 0.13427 -0.66264 -1.51837  -0.59
C4 -2.78887 0.37890 -0.70591  -0.63
H8 -2.65358 -0.63445 1.09058  0.25
H9 -0.00724 1.64428 -1.93921  0.32
H10 2.58123 -1.34737 2.04463  0.32
H11 -3.15878 -1.67130 -0.43608  0.23

Orbital gap in eV: 9.53
LUMO level in eV: 0.64
Highest occupied orbital energy in eV: -8.89
Net charge: 0



Arrangement two

DFT (wB97M-V/def2-TZVPD) results for the molecule C4H11NOS.

Each line ends with the Mulliken charge.
Atoms and positions in Å:
C1 0.55702 1.95783 -0.79263  -0.55
C2 -0.28999 1.05939 0.09274  -0.96
C3 0.02330 -0.47641 0.22949  0.14
H1 -1.35615 1.06343 -0.23778  0.38
H2 0.54955 -2.14008 -0.63604  0.35
S1 2.32752 1.80123 -0.38905  -0.29
H3 -1.37469 -0.41084 1.81607  0.29
O1 -0.45486 -2.32686 1.47299  -0.54
H4 -2.04116 -1.47722 0.59585  0.37
C4 -1.10741 -1.12482 1.03331  -0.68
H5 0.89528 -0.44576 0.89221  0.30
H6 0.40817 1.83399 -1.92603  0.31
H7 2.87869 1.37172 -1.62260  0.14
H8 0.39484 3.02511 -0.51938  0.33
N1 0.40130 -1.19694 -0.98149  -0.55
H9 -0.30842 1.67721 0.99987  0.37
H10 -0.37723 -1.18645 -1.62963  0.26
H11 -1.12577 -3.00453 1.60210  0.33

Orbital gap in eV: 9.48
LUMO level in eV: 0.78
Highest occupied orbital energy in eV: -8.71
SMILES: N[C@H](CO)CCS
Net charge: 0



In eV, relative to the most stable structure: arrangement one 1.802; arrangement two 0.000.